(1)
Formula: C42H91N5O6
Source: OMol25
Level of theory: ωB97M-V/def2-TZVPD

As for the energy relative to the best compared isomer or geometry (same formula, charge and spin): 71.2 kcal per mole. As for the SMILES: CC1(C)CCCC(C)(C)N1O.CC1(C)CCCC(C)(C)N1O.CC1(C)CCCC(C)(C)N1O.CC1(C)CCCC(C)(C)N1O.COCCNCCOC. For the total energy, the calculation gives -2379.7399 a.u. The spin multiplicity is 1. The value obtained for the molecular weight is 762.22 g mol⁻¹. As for the LUMO energy: 0.36 eV.

Element x y z (Å)
C1 17.855 13.546 -6.412
C2 18.184 14.527 -5.238
C3 19.732 14.756 -5.218
C4 17.467 15.817 -5.504
C5 15.979 15.891 -5.165
C6 15.824 15.378 -3.672
C7 16.498 14.021 -3.348
C8 16.674 13.947 -1.814
C9 15.466 12.902 -3.721
N1 17.787 13.923 -3.979
O1 18.573 12.825 -3.593
H1 17.717 14.164 -7.304
H2 18.579 12.804 -6.747
H3 16.854 13.141 -6.266
H4 20.139 15.433 -5.965
H5 20.001 15.075 -4.210
H6 20.093 13.733 -5.307
H7 17.939 16.425 -4.720
H8 17.681 16.405 -6.396
H9 15.644 16.925 -5.228
H10 15.453 15.249 -5.874
H11 14.775 15.379 -3.380
H12 16.338 16.195 -3.159
H13 17.212 13.090 -1.408
H14 15.753 14.194 -1.284
H15 17.289 14.769 -1.428
H16 15.959 11.953 -3.508
H17 15.285 13.022 -4.789
H18 14.528 12.918 -3.168
H19 18.686 12.958 -2.647
C10 10.617 25.793 -5.797
C11 11.178 24.587 -6.623
C12 10.010 23.849 -7.262
C13 12.156 25.054 -7.699
C14 12.976 23.937 -8.323
C15 13.811 23.328 -7.181
C16 12.964 22.734 -6.023
C17 12.451 21.358 -6.434
C18 13.972 22.547 -4.850
N2 11.965 23.731 -5.663
O2 11.334 23.504 -4.427
H20 9.926 25.408 -5.046
H21 11.327 26.473 -5.326
H22 9.969 26.387 -6.444
H23 10.354 23.138 -8.013
H24 9.582 23.218 -6.478
H25 9.147 24.405 -7.627
H26 11.414 25.526 -8.349
H27 12.878 25.784 -7.333
H28 12.381 23.196 -8.861
H29 13.646 24.297 -9.105
H30 14.566 23.979 -6.738
H31 14.393 22.554 -7.688
H32 11.477 21.208 -5.964
H33 13.192 20.611 -6.158
H34 12.178 21.303 -7.491
H35 14.090 23.575 -4.512
H36 14.808 22.064 -5.356
H37 13.605 21.835 -4.112
H38 11.420 24.345 -3.969
C19 21.730 18.785 -10.891
C20 20.648 18.125 -9.946
C21 21.202 17.080 -8.923
C22 20.072 19.332 -9.167
C23 18.825 19.032 -8.478
C24 17.777 18.293 -9.296
C25 18.244 17.128 -10.217
C26 18.362 15.791 -9.453
C27 17.198 16.860 -11.321
N3 19.565 17.547 -10.766
O3 20.099 16.601 -11.676
H39 22.382 18.026 -11.326
H40 21.272 19.169 -11.805
H41 22.242 19.615 -10.410
H42 22.223 17.389 -8.681
H43 20.674 17.062 -7.972
H44 21.325 16.124 -9.432
H45 20.772 19.808 -8.476
H46 19.893 20.148 -9.874
H47 19.090 18.457 -7.585
H48 18.352 19.936 -8.087
H49 17.215 19.018 -9.886
H50 17.135 17.878 -8.515
H51 17.336 15.462 -9.273
H52 18.783 15.935 -8.457
H53 18.928 14.991 -9.927
H54 16.177 16.830 -10.935
H55 17.387 15.849 -11.688
H56 17.185 17.508 -12.199
H57 20.283 17.148 -12.445
C28 21.677 22.092 -14.322
C29 20.153 22.211 -14.028
C30 19.541 23.004 -15.214
C31 19.605 20.776 -14.079
C32 18.160 20.637 -13.640
C33 17.975 21.200 -12.230
C34 18.546 22.661 -12.089
C35 17.572 23.615 -12.768
C36 18.617 22.900 -10.572
N4 19.871 22.731 -12.685
O4 20.436 24.035 -12.508
H58 21.839 21.671 -15.311
H59 22.068 23.113 -14.314
H60 22.234 21.640 -13.500
H61 19.522 24.060 -14.940
H62 20.221 22.980 -16.068
H63 18.579 22.725 -15.643
H64 19.678 20.380 -15.094
H65 20.171 20.075 -13.460
H66 17.532 21.288 -14.256
H67 17.775 19.633 -13.824
H68 18.488 20.504 -11.556
H69 16.983 21.105 -11.782
H70 18.041 24.568 -13.022
H71 16.763 23.906 -12.096
H72 17.151 23.268 -13.711
H73 19.304 22.303 -9.973
H74 17.649 22.792 -10.077
H75 18.773 23.967 -10.394
H76 21.115 23.913 -11.838
C37 14.627 16.606 -8.131
O5 14.340 17.541 -9.195
C38 13.923 18.796 -8.677
C39 13.710 19.812 -9.850
N5 14.651 19.770 -10.986
C40 14.219 18.906 -12.122
C41 14.829 19.238 -13.470
O6 14.218 20.372 -14.091
C42 14.967 21.599 -14.003
H77 14.239 16.883 -7.152
H78 15.713 16.574 -8.005
H79 14.380 15.574 -8.382
H80 14.638 19.330 -8.047
H81 12.936 18.702 -8.222
H82 13.685 20.875 -9.596
H83 12.688 19.759 -10.235
H84 15.481 19.273 -10.684
H85 13.140 18.875 -12.289
H86 14.362 17.880 -11.769
H87 14.673 18.427 -14.181
H88 15.894 19.465 -13.362
H89 14.649 22.469 -14.580
H90 15.954 21.399 -14.431
H91 15.076 21.967 -12.982

(2)
Formula: C42H94O33S5
Source: OMol25
Level of theory: ωB97M-V/def2-TZVPD

For the total energy, the calculation gives -6130.2276 a.u. As for the charge: -1. The spin multiplicity is 2. The value obtained for the molecular weight is 1287.52 g mol⁻¹. As for the LUMO energy (alpha / beta): 1.75 / 1.72 eV.

Element x y z (Å)
C1 21.561 -14.863 -6.925
C2 22.329 -16.082 -6.646
C3 21.950 -16.991 -7.752
O1 21.914 -16.224 -8.943
C4 21.452 -14.944 -8.460
H1 22.009 -13.901 -6.678
H2 20.588 -14.910 -6.435
H3 22.249 -16.492 -5.639
H4 23.367 -15.814 -6.844
H5 20.990 -17.500 -7.667
H6 22.702 -17.770 -7.628
H7 20.403 -14.749 -8.685
H8 21.885 -14.149 -9.067
C5 23.652 -16.372 -19.085
C6 23.306 -15.006 -19.570
C7 24.516 -14.563 -20.277
O2 25.543 -15.328 -19.637
C8 25.033 -16.140 -18.596
H9 23.659 -17.134 -19.865
H10 23.021 -16.567 -18.218
H11 23.077 -14.271 -18.798
H12 22.445 -15.061 -20.236
H13 24.671 -13.500 -20.096
H14 24.469 -14.828 -21.333
H15 24.992 -15.553 -17.678
H16 25.621 -17.049 -18.467
C9 19.766 -11.363 -14.115
C10 18.293 -11.444 -14.536
C11 17.547 -10.747 -13.387
O3 18.482 -9.829 -12.979
C12 19.804 -9.968 -13.432
H17 20.415 -11.499 -14.980
H18 20.134 -12.024 -13.330
H19 17.961 -12.481 -14.594
H20 18.175 -10.930 -15.490
H21 17.123 -11.395 -12.620
H22 16.681 -10.293 -13.868
H23 20.470 -9.974 -12.569
H24 20.101 -9.120 -14.049
O4 25.224 -10.042 -17.021
S1 25.838 -10.197 -18.352
O5 25.034 -10.461 -19.561
O6 26.645 -8.792 -18.774
C13 27.135 -7.977 -17.738
C14 27.364 -6.622 -18.481
C15 27.269 -11.502 -18.425
H25 28.096 -8.348 -17.382
H26 26.498 -8.020 -16.855
H27 27.835 -6.631 -19.464
H28 28.048 -5.961 -17.950
H29 26.424 -6.191 -18.827
H30 28.097 -10.844 -18.164
H31 27.392 -11.733 -19.483
H32 27.129 -12.248 -17.642
O7 14.468 -14.025 -13.514
S2 15.061 -14.446 -14.781
O8 15.774 -13.589 -15.659
O9 15.966 -15.846 -14.568
C16 17.287 -15.678 -13.996
C17 17.164 -15.497 -12.491
C18 13.835 -15.265 -15.790
H33 17.770 -14.788 -14.401
H34 17.821 -16.582 -14.290
H35 16.623 -14.603 -12.179
H36 18.191 -15.421 -12.135
H37 16.582 -16.269 -11.988
H38 14.216 -15.587 -16.759
H39 13.139 -14.446 -15.969
H40 13.404 -16.031 -15.146
O10 23.646 -12.686 -10.168
S3 23.447 -11.535 -11.080
O11 23.904 -11.542 -12.471
O12 21.925 -10.968 -11.075
C19 21.062 -11.089 -9.934
C20 20.634 -9.783 -9.294
C21 24.305 -10.075 -10.316
H41 21.613 -11.587 -9.136
H42 20.203 -11.669 -10.272
H43 21.070 -9.548 -8.323
H44 19.550 -9.675 -9.254
H45 21.093 -9.061 -9.969
H46 23.551 -9.410 -9.894
H47 25.013 -9.554 -10.961
H48 24.843 -10.399 -9.425
O13 27.607 -17.591 -10.325
S4 26.615 -17.663 -9.245
O14 26.138 -18.947 -8.672
O15 27.214 -16.785 -7.893
C22 26.507 -16.827 -6.683
C23 27.450 -17.131 -5.459
C24 25.169 -16.623 -9.729
H49 25.753 -17.614 -6.700
H50 25.922 -15.940 -6.441
H51 28.115 -16.310 -5.190
H52 28.064 -18.025 -5.565
H53 26.838 -17.344 -4.582
H54 25.497 -15.603 -9.932
H55 24.596 -16.752 -8.811
H56 24.627 -17.023 -10.586
O16 20.198 -14.323 -12.732
S5 21.243 -14.921 -13.547
O17 21.072 -16.129 -14.359
O18 22.149 -13.715 -14.314
C25 23.010 -14.080 -15.370
C26 24.237 -13.169 -15.265
C27 22.509 -15.392 -12.352
H57 22.519 -13.859 -16.318
H58 23.190 -15.147 -15.497
H59 24.866 -13.116 -14.377
H60 23.885 -12.141 -15.359
H61 24.961 -13.328 -16.065
H62 23.240 -15.874 -13.001
H63 22.009 -15.941 -11.554
H64 23.000 -14.537 -11.887
C28 25.296 -17.760 -14.123
O19 26.459 -16.979 -14.073
C29 26.452 -15.848 -13.319
O20 25.602 -15.479 -12.589
O21 27.718 -15.277 -13.451
C30 28.122 -14.063 -12.832
H65 24.944 -18.188 -13.184
H66 25.557 -18.504 -14.875
H67 24.478 -17.213 -14.590
H68 27.523 -13.183 -13.068
H69 29.131 -13.745 -13.096
H70 28.101 -14.295 -11.767
C31 26.195 -9.814 -13.986
O22 27.270 -10.384 -14.745
C32 28.621 -10.373 -14.452
O23 29.027 -9.900 -13.401
O24 29.261 -10.943 -15.477
C33 30.648 -10.733 -15.539
H71 26.512 -9.754 -12.945
H72 25.357 -10.510 -14.022
H73 25.845 -8.885 -14.437
H74 30.957 -9.688 -15.558
H75 30.956 -11.285 -16.427
H76 31.162 -11.175 -14.686
C34 17.110 -21.695 -12.160
O25 18.197 -20.856 -11.851
C35 18.025 -19.666 -11.251
O26 16.915 -19.279 -10.845
O27 19.266 -19.100 -11.027
C36 19.267 -17.774 -10.506
H77 16.735 -22.169 -11.253
H78 17.444 -22.466 -12.854
H79 16.302 -21.198 -12.698
H80 19.215 -17.638 -9.426
H81 18.493 -17.217 -11.034
H82 20.241 -17.381 -10.797
C37 15.496 -19.137 -15.773
O28 16.913 -19.159 -15.976
C38 17.500 -18.142 -16.660
O29 16.884 -17.281 -17.234
O30 18.856 -18.209 -16.587
C39 19.737 -17.217 -16.978
H83 15.163 -20.155 -15.574
H84 15.028 -18.761 -16.683
H85 15.280 -18.481 -14.929
H86 19.512 -16.764 -17.943
H87 20.719 -17.668 -17.120
H88 19.619 -16.413 -16.251
C40 18.159 -11.608 -21.645
O31 18.595 -12.653 -20.745
C41 19.218 -12.275 -19.610
O32 19.555 -11.095 -19.300
O33 19.470 -13.409 -18.863
C42 19.892 -13.351 -17.519
H89 17.988 -12.064 -22.620
H90 19.067 -11.030 -21.819
H91 17.260 -11.083 -21.324
H92 19.129 -12.853 -16.921
H93 20.758 -12.705 -17.374
H94 20.041 -14.320 -17.042

(3)
Formula: C42H96Br2ClF3O13S
Source: OMol25
Level of theory: ωB97M-V/def2-TZVPD

As for the SMILES: O=S1(=O)OC[C@](Cl)(CC[C@](F)(Br)C(F)(F)Br)O1.CCOCC.CCOCC.CCOCC.CCOCC.CCOCC.CCOCC.CCOCC.CCOCC.CCOCC. For the total energy, the calculation gives -8941.8104 a.u. The spin multiplicity is 1. The value obtained for the molecular weight is 1093.54 g mol⁻¹. As for the LUMO energy: 0.29 eV.

Element x y z (Å)
O1 2.364 2.748 1.962
S1 1.859 1.885 2.961
O2 2.260 1.986 4.310
O3 1.984 0.370 2.514
C1 0.762 -0.095 1.930
C2 -0.322 0.675 2.679
Cl1 -0.576 -0.070 4.312
C3 -1.674 0.776 1.966
C4 -2.373 2.125 2.040
C5 -1.921 3.287 1.134
F1 -2.994 3.644 0.354
Br1 -0.525 2.812 -0.113
C6 -1.592 4.580 1.954
F2 -2.784 5.111 2.331
F3 -0.935 4.263 3.087
Br2 -0.598 5.943 1.037
O4 0.248 1.949 2.860
H1 0.748 0.171 0.871
H2 0.696 -1.170 2.057
H3 -1.559 0.456 0.929
H4 -2.337 0.060 2.447
H5 -3.408 1.962 1.737
H6 -2.399 2.462 3.077
C7 4.538 0.571 -0.006
C8 4.141 -0.851 0.349
O5 3.184 -1.424 -0.528
C9 3.574 -1.536 -1.890
C10 4.815 -2.381 -2.108
H7 3.660 1.217 -0.057
H8 5.204 0.968 0.761
H9 5.062 0.626 -0.961
H10 3.653 -0.859 1.321
H11 5.030 -1.486 0.433
H12 3.707 -0.544 -2.335
H13 2.723 -2.001 -2.388
H14 5.703 -1.944 -1.646
H15 5.009 -2.477 -3.177
H16 4.679 -3.379 -1.689
C11 7.559 -5.328 0.347
C12 6.342 -6.073 -0.168
O6 6.243 -6.127 -1.581
C13 7.320 -6.762 -2.248
C14 7.533 -8.211 -1.840
H17 7.582 -4.302 -0.023
H18 7.532 -5.305 1.437
H19 8.490 -5.817 0.058
H20 5.433 -5.564 0.157
H21 6.316 -7.084 0.255
H22 8.246 -6.192 -2.116
H23 7.060 -6.709 -3.306
H24 7.818 -8.304 -0.791
H25 8.333 -8.647 -2.440
H26 6.623 -8.791 -2.003
C15 -7.056 3.122 -4.634
C16 -6.576 2.020 -3.705
O7 -5.219 2.138 -3.316
C17 -4.874 3.321 -2.614
C18 -5.615 3.504 -1.302
H27 -6.431 3.170 -5.527
H28 -8.083 2.920 -4.941
H29 -7.043 4.100 -4.154
H30 -6.632 1.057 -4.212
H31 -7.228 1.958 -2.825
H32 -5.007 4.203 -3.250
H33 -3.805 3.223 -2.422
H34 -6.690 3.630 -1.444
H35 -5.243 4.393 -0.792
H36 -5.456 2.642 -0.652
C19 7.589 -8.132 4.929
C20 7.224 -7.836 3.485
O8 8.112 -8.385 2.526
C21 8.226 -9.798 2.520
C22 6.927 -10.524 2.219
H37 8.602 -7.791 5.147
H38 6.898 -7.612 5.593
H39 7.528 -9.196 5.159
H40 7.267 -6.761 3.306
H41 6.194 -8.152 3.282
H42 8.652 -10.157 3.464
H43 8.958 -10.008 1.739
H44 6.175 -10.363 2.992
H45 7.113 -11.597 2.160
H46 6.513 -10.192 1.265
C23 -4.699 9.514 4.375
C24 -5.118 10.023 3.009
O9 -4.122 9.860 2.010
C25 -3.699 8.524 1.789
C26 -4.806 7.581 1.346
H47 -3.788 10.011 4.712
H48 -5.487 9.704 5.104
H49 -4.519 8.440 4.379
H50 -5.308 11.096 3.041
H51 -6.053 9.541 2.697
H52 -3.197 8.127 2.678
H53 -2.943 8.596 1.005
H54 -5.572 7.459 2.113
H55 -4.383 6.598 1.142
H56 -5.287 7.945 0.436
C27 -5.295 6.572 9.019
C28 -5.698 7.131 7.666
O10 -4.695 7.022 6.671
C29 -4.268 5.710 6.351
C30 -5.368 4.811 5.812
H57 -4.383 7.052 9.376
H58 -6.090 6.758 9.743
H59 -5.126 5.495 8.986
H60 -5.885 8.202 7.747
H61 -6.632 6.667 7.327
H62 -3.779 5.239 7.212
H63 -3.501 5.852 5.589
H64 -6.144 4.619 6.554
H65 -4.944 3.848 5.523
H66 -5.835 5.261 4.935
C31 -4.572 12.063 -1.219
C32 -4.673 10.548 -1.215
O11 -5.501 10.011 -2.236
C33 -5.107 10.294 -3.566
C34 -3.730 9.767 -3.933
H67 -5.563 12.512 -1.137
H68 -3.974 12.383 -0.365
H69 -4.096 12.447 -2.122
H70 -5.123 10.217 -0.282
H71 -3.671 10.103 -1.256
H72 -5.165 11.370 -3.768
H73 -5.864 9.811 -4.184
H74 -2.939 10.248 -3.356
H75 -3.533 9.962 -4.988
H76 -3.672 8.691 -3.763
C35 4.176 -5.534 -5.074
C36 3.171 -4.993 -4.072
O12 2.358 -3.944 -4.574
C37 1.551 -4.269 -5.694
C38 0.595 -5.422 -5.449
H77 4.813 -4.730 -5.447
H78 4.808 -6.280 -4.589
H79 3.695 -6.009 -5.930
H80 3.706 -4.553 -3.234
H81 2.557 -5.806 -3.669
H82 2.174 -4.477 -6.572
H83 0.996 -3.355 -5.907
H84 1.117 -6.358 -5.248
H85 -0.035 -5.578 -6.326
H86 -0.049 -5.210 -4.594
C39 0.864 -10.914 -5.120
C40 1.232 -9.843 -4.109
O13 0.418 -8.685 -4.167
C41 -0.966 -8.879 -3.932
C42 -1.289 -9.457 -2.565
H87 0.888 -10.510 -6.133
H88 1.578 -11.736 -5.059
H89 -0.129 -11.327 -4.939
H90 2.240 -9.476 -4.306
H91 1.237 -10.263 -3.096
H92 -1.410 -9.498 -4.720
H93 -1.399 -7.883 -4.026
H94 -0.897 -10.467 -2.442
H95 -2.371 -9.507 -2.437
H96 -0.876 -8.828 -1.776